A cluster of 3 separate species, C19H28IN2O8P2 in total at a distorted geometry, computed with the ωB97M-V functional and the def2-TZVPD basis.

## Properties
total energy = -66184.2930 eV
gap between HOMO and LUMO = 0.318 Ha
HOMO = -0.43867 Eh

Geometry as ORCA input:
```
! RIJCOSX wB97M-V def2-TZVPD def2/J DEFGRID3
* xyz 1 1
C 0.3964 0.7872 0.8498
C 0.0696 1.2494 -0.1988
N -0.6295 1.7997 -1.2543
C -1.9023 1.4466 -1.4701
N -2.2939 2.1660 -2.5130
C -3.6283 2.1327 -3.0879
C -4.5109 3.0150 -2.6135
C -1.2629 2.9709 -2.9794
I -1.4895 4.2412 -4.6272
C -0.1718 2.7484 -2.1515
C 1.1715 3.3730 -2.1937
C 2.2947 2.6061 -1.8845
C 3.5555 3.1932 -1.9213
C 3.6435 4.5398 -2.2731
C 2.5340 5.3134 -2.5864
C 1.2697 4.7199 -2.5416
H 0.6246 0.5253 1.8644
H -2.5248 0.7519 -0.9144
H -3.8447 1.4228 -3.8846
H -4.1395 4.0142 -2.3647
H -5.5641 2.7904 -2.4567
H 2.2241 1.5526 -1.6213
H 4.4647 2.6521 -1.6764
H 4.6355 4.9893 -2.2788
H 2.6013 6.3624 -2.8611
H 0.4156 5.3347 -2.8014
C 4.7652 -3.9003 3.0425
O 3.9045 -3.5033 1.9494
P 3.7140 -1.8536 1.6965
O 2.2955 -1.8794 1.2195
O 4.8038 -1.8244 0.4895
C 4.8811 -2.8755 -0.4712
O 3.9259 -0.2440 1.9791
C 3.7281 0.6329 0.8801
H 4.7829 -4.9857 3.0876
H 5.7833 -3.5345 2.8794
H 4.3868 -3.5104 3.9880
H 3.8921 -3.2712 -0.7060
H 5.5231 -3.6719 -0.0972
H 5.3200 -2.4671 -1.3794
H 2.7899 0.4172 0.3717
H 4.5586 0.5710 0.1771
H 3.6845 1.6477 1.2760
C -2.1458 -3.3045 3.4749
O -3.4090 -2.6033 3.4265
P -3.7898 -1.8242 1.9857
O -4.5347 -0.6680 2.5635
O -4.7499 -3.0332 1.4812
C -5.6150 -3.7240 2.3827
O -3.5744 -1.3104 0.4228
C -4.7443 -1.0124 -0.3286
H -2.0365 -3.7450 4.4621
H -2.1215 -4.1011 2.7252
H -1.3187 -2.6155 3.2985
H -6.0214 -3.0491 3.1365
H -5.0740 -4.5386 2.8621
H -6.4371 -4.1394 1.8040
H -5.4216 -0.3576 0.2189
H -5.2633 -1.9231 -0.6211
H -4.4211 -0.4964 -1.2358
*
```